DFT (the ωB97M-V functional and the def2-TZVPD basis) results for 2 unconnected molecules or ions with the total composition CH3FNO2S in a non-equilibrium geometry.

The geometry in ORCA input format:
```
! RIJCOSX wB97M-V def2-TZVPD def2/J DEFGRID3
* xyz -1 1
S 2.037 -0.035 0.107
F -2.552 0.663 -0.751
O 1.351 -1.290 -0.243
O 3.450 -0.162 -0.201
N 1.393 1.111 0.789
C -1.551 0.009 -0.049
H -1.451 -0.869 -0.598
H -0.677 0.566 0.062
H -2.000 0.006 0.884
*
```

As for the largest force on an atom: 2.63 eV/Å. For the calculated total energy, the calculation gives -20222.674 eV. The energy relative to the best compared isomer or geometry (same formula, charge and spin) is 202.6 kJ/mol. As for the lowest unoccupied orbital energy: 4.2 eV. For the HOMO-LUMO gap, the calculation gives 8.46 eV.